This record from OMol25 describes a gas-phase ion, C19H22NO2 (charge +1). The level of theory is ωB97M-V with the def2-TZVPD basis set.

The value obtained for the HOMO energy is -10.621 eV. The HOMO-LUMO gap is 0.3045 hartree. Its net charge is +1. The LUMO energy is -2.336 eV.

XYZ file:
```
44
Properties=species:S:1:pos:R:3:forces:R:3
C -2.9987 0.2947 -1.0177 -0.2 0.1 0.1
N -2.3448 1.6614 -0.9462 -2.6 0.1 -0.4
C -2.8515 2.3750 -2.1733 0.0 0.0 0.0
C -2.9769 2.3921 0.2114 -0.3 -0.1 0.0
H -2.6985 -0.3011 -0.1471 0.0 0.1 -0.4
H -4.0817 0.4832 -0.9995 0.4 -0.2 0.0
H -2.7367 -0.1808 -1.9747 -0.1 0.1 0.6
H -2.4937 3.4074 -2.1732 0.0 -0.2 0.0
H -2.5283 1.8421 -3.0726 0.0 0.2 0.2
H -3.9424 2.3585 -2.1011 0.2 0.1 -0.2
H -2.7120 3.4520 0.1653 0.1 -0.4 0.2
H -4.0571 2.2960 0.0576 0.3 0.0 0.2
H -2.6823 1.9193 1.1513 0.0 0.2 -0.2
C 3.3835 -6.1328 1.0449 -0.2 0.3 -0.4
O 2.6245 -5.5641 -0.0489 0.0 0.4 0.2
C 2.2256 -4.2653 -0.0408 0.0 0.3 0.4
C 1.4249 -3.8462 -1.1369 0.3 -0.3 0.5
C 0.8962 -2.5729 -1.1647 0.1 0.4 0.6
C 1.1238 -1.6592 -0.1104 0.8 -0.7 0.1
C 0.5342 -0.3193 -0.1061 -1.3 0.7 -0.2
O 0.8563 0.3715 1.0298 -0.2 0.5 -0.3
C 0.5770 1.7275 1.1097 0.3 -0.5 -0.2
C -0.2140 2.4037 0.1850 0.4 -0.1 0.1
C -0.2305 3.8154 0.2548 -0.2 -0.5 0.3
C 0.3982 4.4749 1.3035 0.0 0.2 -0.3
C 1.1627 3.7604 2.2288 0.0 -0.4 0.0
C 1.2696 2.3821 2.1200 0.1 0.3 -0.1
C -0.8660 1.6069 -0.9283 2.7 0.2 -0.5
C -0.3229 0.2135 -1.0241 0.7 -0.9 0.8
C 1.9920 -2.0592 0.9334 -0.3 0.2 -0.4
C 2.5413 -3.3315 0.9797 -0.2 -0.8 -0.5
H 3.4974 -7.1793 0.7586 0.0 0.2 0.2
H 4.3727 -5.6634 1.1346 -0.3 0.0 0.0
H 2.8385 -6.0636 1.9965 0.1 0.1 -0.3
H 1.2151 -4.5542 -1.9347 0.1 0.1 0.2
H 0.2911 -2.2426 -2.0010 0.0 -0.3 0.0
H -0.7810 4.3839 -0.4999 0.2 -0.1 0.2
H 0.3280 5.5593 1.3826 0.1 -0.3 -0.1
H 1.7263 4.2719 3.0023 -0.2 0.0 -0.1
H 1.9409 1.7892 2.7357 -0.2 0.2 0.0
H -0.5166 2.0846 -1.8533 -0.6 0.2 0.0
H -0.6289 -0.4124 -1.8693 0.4 0.5 0.3
H 2.2523 -1.3639 1.7278 -0.2 -0.1 -0.2
H 3.1929 -3.6146 1.8106 -0.3 0.1 -0.3
```
Positions in Å, forces in eV/Å.

***

This record from OMol25 describes a molecular structure, C2H6FN. The level of theory is ωB97M-V with the def2-TZVPD basis set.

The value obtained for the HOMO energy (spin up / spin down) is -4.593 / -11.239 eV. The HOMO-LUMO gap (spin up / spin down) is 0.2102 / 0.3428 hartree. Its net charge is 0. The LUMO energy (spin up / spin down) is 1.125 / -1.910 eV. Its spin multiplicity is 3.

XYZ file:
```
10
Properties=species:S:1:pos:R:3:forces:R:3
C -0.6605 -1.1338 0.1635 3.7 -1.0 -2.2
C 0.4670 -0.1495 -0.2998 -2.2 -7.1 -1.4
N -0.0563 1.5999 0.2207 1.2 3.4 3.5
F 1.5797 -0.3237 0.3706 2.0 0.1 1.9
H -0.8161 -0.7956 1.1366 -0.6 -0.1 2.0
H -0.3710 -2.2646 0.0552 -0.3 1.9 0.7
H -1.5426 -1.0519 -0.3920 -1.3 0.6 -0.9
H 0.7548 0.1344 -1.2765 -0.5 0.4 -1.4
H -0.2249 2.0734 -0.6133 -0.5 1.7 -1.6
H 0.8699 1.9115 0.6351 -1.6 0.2 -0.5
```
Positions in Å, forces in eV/Å.

***

This record from OMol25 describes CH2N2O2S in the gas phase. The level of theory is ωB97M-V with the def2-TZVPD basis set.

The value obtained for the HOMO energy is -9.094 eV. The HOMO-LUMO gap is 0.3202 hartree. Its net charge is 0. The LUMO energy is -0.381 eV.

XYZ file:
```
8
Properties=species:S:1:pos:R:3:forces:R:3
C -1.5189 0.3452 0.0055 -0.2 2.0 0.4
N 1.6713 -1.1893 0.1582 2.0 1.4 -1.6
N 0.9659 -0.1830 0.0098 -1.8 0.1 0.6
O -0.5563 -0.5555 -0.0382 1.5 -1.7 0.1
O 1.1503 0.9832 -0.0501 0.4 1.2 -0.4
S -3.0630 -0.0780 -0.1213 -0.2 -0.4 -0.1
H -1.3272 1.4365 0.1639 0.8 -1.1 -0.2
H 2.6780 -0.7592 -0.1277 -2.5 -1.4 1.3
```
Positions in Å, forces in eV/Å.

***

This record from OMol25 describes C5H7NO in the gas phase. The level of theory is ωB97M-V with the def2-TZVPD basis set.

The value obtained for the HOMO energy is -7.767 eV. The HOMO-LUMO gap is 0.3142 hartree. Its net charge is 0. The LUMO energy is 0.782 eV.

XYZ file:
```
14
Properties=species:S:1:pos:R:3:forces:R:3
C -1.9004 -0.3814 0.5018 -0.1 -0.9 0.7
C -0.3483 0.8527 -0.2595 0.7 1.2 -0.6
N -0.3261 -0.6059 0.5938 -1.0 0.3 -0.9
C 0.6599 0.4743 0.7785 -0.1 0.4 0.0
C 1.7798 0.2872 -0.2470 0.2 -0.3 0.1
C 0.6504 0.3725 -1.2962 0.3 0.1 -0.6
O 0.5931 0.1921 -2.4822 0.1 0.0 0.6
H -2.3974 -0.0741 -0.4380 0.9 -0.3 0.4
H -2.1988 0.3362 1.2669 0.2 -0.3 -0.1
H -2.2366 -1.3811 0.7516 -0.4 -0.3 0.3
H 0.0537 -1.4169 0.0978 -0.5 0.3 0.0
H 0.7790 0.8807 1.7810 -0.1 -0.1 -0.2
H 2.4546 -0.5691 -0.1918 0.0 0.0 0.0
H 2.3697 1.2094 -0.3408 -0.1 -0.2 0.1
```
Positions in Å, forces in eV/Å.

***

This record from OMol25 describes 16 unconnected molecules or ions with the total composition C22H76N4O16. The level of theory is ωB97M-V with the def2-TZVPD basis set.

The value obtained for the HOMO energy is -8.235 eV. The HOMO-LUMO gap is 0.2921 hartree. Its net charge is 0. The LUMO energy is -0.287 eV.

XYZ file:
```
118
Properties=species:S:1:pos:R:3:forces:R:3
C -9.1460 -0.7770 -4.4520 -1.5 -0.2 1.8
C -7.8120 -1.5200 -4.3770 0.0 0.7 0.1
O -6.7710 -0.5000 -4.1250 -0.2 -2.8 -3.9
H -9.2030 -0.1170 -5.2810 0.5 0.6 -0.9
H -9.3870 -0.1540 -3.5640 0.8 -0.1 -0.2
H -10.1020 -1.3250 -4.4810 0.7 -0.8 -0.3
H -7.6890 -2.0300 -5.3340 0.6 0.6 -0.3
H -7.6970 -2.4000 -3.7120 -0.5 0.9 0.4
H -6.8560 -0.2480 -3.2540 -0.6 1.1 3.0
C -6.8150 -6.6990 -0.4560 -0.7 2.0 1.1
C -5.3820 -7.0590 -0.2550 1.5 1.3 1.2
O -5.1960 -8.4460 -0.3020 -2.9 -0.4 -1.4
H -7.1910 -5.7270 0.0330 1.1 -1.2 -0.3
H -7.4570 -7.4490 -0.0460 -0.5 -0.7 -0.1
H -6.9280 -6.4920 -1.4940 -0.7 -0.5 -0.8
H -4.9060 -6.6500 0.6450 -0.7 -0.3 0.3
H -4.7980 -6.5430 -1.0030 0.3 -0.1 -0.9
H -4.3910 -8.7300 0.0260 2.5 -0.4 1.0
C -0.8200 -4.0590 -3.3970 1.9 -0.6 -0.4
C -1.3540 -3.2970 -4.5500 1.5 0.8 2.0
O -1.9900 -4.0880 -5.4300 -1.0 -2.3 -1.6
H -1.5740 -4.7120 -3.0130 -0.4 -0.5 0.4
H -0.5110 -3.3290 -2.6410 0.1 -0.4 -0.1
H 0.0490 -4.6740 -3.7670 -0.6 0.4 0.8
H -0.5610 -2.7860 -5.0420 0.7 1.0 -0.2
H -2.0410 -2.6490 -4.1050 -1.2 1.8 0.4
H -2.2870 -3.4840 -6.0940 -0.8 0.0 -1.1
C -5.6200 -0.3160 -0.7960 -2.1 -2.0 0.1
C -5.8670 1.0810 -1.2440 -1.0 -0.1 1.5
O -7.0720 1.1640 -1.9810 -0.6 -0.1 0.2
H -5.7550 -1.0860 -1.5790 0.3 0.6 -0.1
H -6.4080 -0.6280 -0.0860 0.4 0.2 0.0
H -4.6880 -0.5250 -0.3330 0.9 0.3 0.5
H -5.1050 1.3510 -1.9000 1.7 1.2 -0.7
H -5.9960 1.6970 -0.3290 0.7 0.1 -0.6
H -7.4500 2.0330 -1.8280 -0.1 -0.1 -0.2
C -10.4440 -1.7710 -1.1720 0.0 -0.9 -0.6
C -8.8850 -1.5690 -0.9190 -2.7 -0.3 -2.2
O -8.1780 -2.7530 -0.7180 0.2 -1.1 0.4
H -10.8140 -2.4780 -0.4020 -0.1 0.8 0.0
H -10.7090 -2.3010 -2.1250 0.8 0.3 0.5
H -11.0530 -0.8310 -1.2600 0.8 -0.7 0.7
H -8.8380 -0.9170 -0.0830 0.7 0.4 0.9
H -8.5200 -1.0920 -1.8210 0.3 0.5 0.1
H -8.4350 -3.4500 -1.3740 -0.1 1.1 0.4
C -5.1950 -3.3980 -2.6400 -0.5 0.8 -1.5
C -5.0170 -4.5780 -3.5570 0.4 0.6 -1.5
O -6.0230 -5.5310 -3.4020 0.6 -2.8 0.5
H -4.9550 -2.5560 -3.3350 -0.3 0.0 1.1
H -4.4440 -3.4610 -1.9120 0.7 0.2 1.6
H -6.2080 -3.2530 -2.2110 0.6 -0.2 -0.3
H -3.9950 -5.0260 -3.4660 -0.8 0.2 -0.2
H -5.1790 -4.1460 -4.5730 0.7 -0.5 0.1
H -5.6800 -6.4370 -3.7080 -0.3 1.8 0.3
C -9.1490 -4.6300 -3.7800 -8.5 3.3 -4.0
O -10.4810 -4.2120 -4.1170 6.6 -2.4 1.8
N -8.7440 -4.7990 -2.5760 -2.0 0.0 4.3
N -8.1880 -4.7620 -4.6100 1.8 0.3 -7.4
H -9.4940 -5.1200 -1.9740 0.8 -0.1 0.5
H -7.7870 -4.9900 -2.5610 1.5 -1.2 1.3
H -8.4150 -4.6140 -5.6990 0.5 -0.6 3.4
H -7.2040 -5.0710 -4.3620 -1.8 0.3 -0.1
C -2.1150 -7.7230 -3.9310 -2.6 3.2 6.5
O -2.8780 -7.1780 -2.8820 3.2 -3.1 -5.1
N -1.4080 -6.9100 -4.6650 1.5 1.0 -2.7
N -1.9110 -9.0390 -4.0890 -3.0 -2.7 2.1
H -1.5410 -5.8910 -4.7280 -0.3 -1.0 0.3
H -0.8830 -7.3190 -5.4520 -0.5 0.5 0.7
H -2.5220 -9.5900 -3.4150 1.2 1.1 -1.2
H -1.1220 -9.5990 -4.3550 0.5 0.8 -0.5
C -2.3710 -1.5380 -1.3090 0.1 -1.8 1.2
O -1.0580 -1.1890 -1.6830 -0.1 0.5 0.0
H -2.5090 -1.8590 -0.2680 0.5 0.4 0.1
H -2.6970 -2.3950 -1.8570 0.0 -0.9 -0.7
H -3.1530 -0.8540 -1.4770 -0.2 1.7 -0.5
H -0.4210 -1.4900 -1.0320 -0.1 0.0 0.1
C -3.6730 -6.0370 -7.0740 1.9 -3.0 0.5
O -3.0920 -5.2190 -8.1020 0.2 0.4 0.5
H -3.1050 -7.0130 -7.2270 -0.7 0.5 0.6
H -4.7180 -6.4160 -7.1900 0.6 1.4 -0.3
H -3.4240 -5.7840 -6.0020 -0.7 0.5 -1.3
H -2.1140 -5.3790 -8.0880 -1.5 0.2 0.1
C -6.9890 -4.7300 -7.8370 1.4 1.5 -1.0
O -8.2520 -5.0430 -7.4130 -1.9 -0.2 0.2
H -6.9890 -4.0080 -8.7180 0.1 -0.7 1.0
H -6.5610 -5.6720 -8.1510 1.1 0.1 -0.1
H -6.4570 -4.2350 -6.9960 -0.1 -0.5 -0.6
H -8.5300 -5.7760 -7.9620 -0.6 -0.1 0.2
C -5.4440 -3.4360 1.2970 0.3 3.3 1.0
O -5.1180 -4.6050 1.9310 0.0 -0.5 1.3
H -4.6060 -2.7500 1.0630 0.5 -0.3 0.5
H -6.1020 -2.7270 1.9120 0.4 -1.6 -0.8
H -5.7960 -3.6110 0.3390 -1.7 -0.3 -1.8
H -4.3240 -4.9380 1.5280 0.7 -0.5 -0.1
C -5.6480 -8.7230 -3.8150 -2.1 -1.0 -1.3
O -5.0770 -7.7740 -4.6810 0.1 1.0 -1.3
H -5.6000 -9.6750 -4.2940 -0.2 -1.0 -0.5
H -6.7840 -8.5670 -3.6020 2.2 0.3 -0.3
H -5.0660 -8.8380 -2.9620 0.7 0.3 2.0
H -4.4520 -8.1100 -5.3670 -1.0 0.0 1.2
C -2.1870 -5.0050 -0.3990 -0.2 -1.1 -0.4
O -2.4440 -5.9230 0.7000 -0.2 1.1 -1.0
H -2.4270 -4.0120 -0.1110 -0.1 0.7 0.7
H -2.7320 -5.1720 -1.3540 -0.2 -0.6 0.8
H -1.1510 -5.0810 -0.6760 0.7 0.2 0.0
H -2.2600 -6.7840 0.3290 0.0 -0.5 0.0
C -3.3740 0.2480 -4.2640 0.5 -3.1 0.3
O -1.9900 0.2140 -3.9560 0.4 2.0 -0.7
H -3.5740 -0.8380 -4.3000 -0.8 0.2 -1.0
H -3.5790 0.7420 -5.2110 0.1 0.1 0.3
H -4.0670 0.4440 -3.4670 -0.1 1.4 0.5
H -1.7820 -0.3930 -3.2560 0.0 -0.2 0.4
C -4.6380 -2.1270 -6.6450 0.0 1.7 1.2
O -4.3230 -1.1650 -7.6290 0.9 -0.2 -0.7
H -3.9580 -1.9320 -5.8100 0.0 -0.6 0.2
H -4.5530 -3.1300 -6.9910 -0.2 -0.9 -0.3
H -5.6170 -1.8440 -6.2390 0.0 -0.5 -0.3
H -3.3700 -1.2910 -7.7930 -0.7 0.4 -0.2
```
Positions in Å, forces in eV/Å.

***

This record from OMol25 describes a molecular structure, C12H15Br9O9. The level of theory is ωB97M-V with the def2-TZVPD basis set.

The value obtained for the HOMO energy is -9.655 eV. The HOMO-LUMO gap is 0.3544 hartree. Its net charge is 0. The LUMO energy is -0.012 eV.

XYZ file:
```
45
Properties=species:S:1:pos:R:3:forces:R:3
C 0.5365 -0.4118 2.3089 -0.7 -0.5 1.6
C 0.1253 -0.0662 0.9252 1.1 0.7 -1.0
O 0.4916 -1.2481 0.2120 0.4 0.0 -1.1
C 0.5015 -2.3086 1.0303 -0.8 0.7 0.2
O 0.4777 -3.4275 0.6101 0.4 -0.2 0.5
O 0.4117 -1.8783 2.3093 0.4 0.0 -0.2
H -0.1801 -0.0101 3.0466 0.4 -0.3 -0.3
H 1.5527 -0.1249 2.6180 -0.2 -0.2 -0.5
H 0.7046 0.7929 0.5254 -0.5 -0.6 0.1
H -0.9320 0.0708 0.7673 -0.2 0.1 0.2
C 3.6806 -3.1959 -1.2413 -0.7 0.1 0.8
C 4.4739 -2.5103 -2.2819 1.1 -0.8 -1.7
O 4.1807 -1.1285 -2.1387 -0.7 -0.4 1.9
C 3.8451 -1.0325 -0.8014 -0.5 2.8 1.7
O 3.6562 0.0152 -0.1976 0.5 -2.1 -1.6
O 3.7530 -2.2433 -0.1914 -0.2 1.5 -0.4
H 4.0615 -4.0732 -0.8059 0.8 -1.3 0.0
H 2.6314 -3.3754 -1.4714 -0.1 0.1 -0.3
H 4.2621 -2.8650 -3.2676 -0.6 0.1 -0.8
H 5.5496 -2.6544 -2.2108 0.2 0.0 0.6
C -3.3131 3.8799 -0.1234 1.5 0.4 0.3
C -2.3606 3.0781 -1.0247 -0.1 0.0 0.3
O -1.7926 2.1182 -0.0982 -0.1 0.4 -0.8
C -2.0136 2.4795 1.1714 -0.8 1.2 -0.2
O -1.4518 1.9892 2.1028 -0.5 0.4 0.1
O -2.9552 3.5118 1.2344 1.0 -1.2 -0.7
H -4.3195 3.6433 -0.3355 -1.2 -0.3 0.1
H -3.1356 4.9494 -0.2373 -0.2 -0.1 0.1
H -1.5554 3.7079 -1.4312 -0.2 -0.4 0.2
H -2.8971 2.5713 -1.8498 0.5 0.0 0.6
C -4.6600 -1.5094 1.0975 1.0 -0.8 0.4
Br -6.1131 -2.4379 0.3367 -0.8 -0.3 0.1
Br -3.9744 -0.3052 -0.1939 0.3 0.7 -0.2
Br -3.2490 -2.8018 1.5907 -0.3 0.4 0.0
H -4.9048 -0.9923 2.0227 -0.2 0.0 -0.3
C 1.3671 4.2487 2.0473 2.8 0.6 -0.6
Br 2.8382 3.0024 1.9002 0.1 -0.7 0.3
Br 0.9232 4.6696 0.2623 -0.9 0.4 -0.6
Br 2.0939 5.8038 2.9639 -0.7 -0.1 0.1
H 0.6147 3.7421 2.5583 -1.4 -0.3 0.9
C -0.4190 -2.6876 -2.6588 -1.6 -0.1 1.6
Br -2.2314 -3.3720 -2.3112 -0.4 0.5 0.6
Br -0.5597 -1.0076 -3.5104 0.3 0.5 -0.6
Br 0.2813 -4.1488 -3.5961 1.6 -0.2 -0.7
H 0.0040 -2.4579 -1.6629 0.1 -0.7 -0.7
```
Positions in Å, forces in eV/Å.

***

Short version: strongest force on any atom = 2.782; 7.546; 3.128; 1.514; 9.987; 3.278 eV/Å, in the order given.
Short version: relative energy (zero: lowest compared OMol25 entry of this formula, charge and spin) = 11.7; 49.8; 155.3; 138.7; 79.9; 14.0 kcal per mole, in the order given.